1.
A cluster of 2 separate species, C9H16ClFNO5 in total, computed with the ωB97M-V functional and the def2-TZVPD basis.

Geometry as ORCA input:
```
! wB97M-V def2-TZVPD RIJCOSX def2/J DEFGRID3
* xyz -1 1
C -0.212 0.665 4.072
C -0.865 0.166 2.780
Cl -0.838 1.520 1.562
C -0.230 -1.086 2.170
C -0.891 -2.408 2.589
N -1.201 -2.528 4.014
F -2.154 -2.433 1.948
C -0.005 -3.636 2.156
O 1.198 -3.476 2.434
O -0.599 -4.594 1.635
H -0.674 0.189 4.945
H 0.859 0.427 4.075
H -0.325 1.747 4.183
H -1.931 -0.018 2.944
H 0.837 -1.156 2.404
H -0.325 -1.041 1.080
H -0.733 -1.845 4.588
H -2.200 -2.490 4.155
C 1.061 -0.247 -5.210
C 1.945 0.886 -4.740
O 1.178 2.044 -4.365
C 0.613 1.969 -3.155
O 0.789 1.093 -2.353
O -0.025 3.117 -2.925
C -0.625 3.204 -1.624
H 0.429 0.080 -6.037
H 1.680 -1.077 -5.554
H 0.427 -0.608 -4.401
H 2.588 1.241 -5.545
H 2.566 0.582 -3.899
H 0.108 3.009 -0.845
H -1.438 2.486 -1.534
H -1.006 4.218 -1.547
*
```

Values from the calculation:
* DFT total energy: -36562.3115 eV

2.
A cluster of 3 separate species, C5H15NO2 in total, computed with the ωB97M-V functional and the def2-TZVPD basis.

Geometry as ORCA input:
```
! wB97M-V def2-TZVPD RIJCOSX def2/J DEFGRID3
* xyz 0 1
C -0.954 1.632 -2.771
C -0.014 0.424 -2.816
C 0.493 -0.041 -1.396
C 0.287 0.714 -0.312
N 0.367 0.070 0.925
C 1.263 -1.233 -1.302
H -0.763 2.303 -3.626
H -2.003 1.230 -2.753
H -0.808 2.208 -1.803
H -0.531 -0.514 -3.336
H 0.962 0.856 -3.327
H -0.322 1.598 -0.206
H -0.362 0.025 1.608
H 1.094 -0.579 0.976
H 2.001 -1.045 -0.644
H 1.724 -1.601 -2.162
H 0.699 -2.110 -0.900
H 0.917 -2.595 2.397
H 0.357 -1.272 2.989
O 0.073 -2.114 2.769
H -2.139 0.535 3.315
H -1.001 1.690 3.742
O -1.178 0.841 3.336
*
```

Values from the calculation:
* SMILES: CC/C(C)=C/N.O.O
* ΔE to the lowest compared entry with this formula, charge and spin: 296.8 kJ/mol

3.
A cluster of 2 separate species, C5H16NO in total, computed with the ωB97M-V functional and the def2-TZVPD basis.

Geometry as ORCA input:
```
! wB97M-V def2-TZVPD RIJCOSX def2/J DEFGRID3
* xyz 2 2
C -0.397 -0.525 -1.812
C 0.067 -0.920 -0.470
C 1.044 -0.005 0.122
C 2.508 -0.929 0.155
C 1.402 1.364 -0.375
N -1.170 -0.908 0.513
H 0.312 -0.437 -2.638
H -1.043 0.402 -1.812
H -0.862 -1.379 -2.436
H 0.664 -1.922 -0.449
H 0.890 0.212 1.306
H 3.322 -0.329 0.550
H 2.816 -0.928 -0.929
H 2.352 -2.017 0.521
H 2.448 1.763 -0.058
H 0.697 2.151 -0.109
H 1.382 1.254 -1.527
H -1.290 0.165 0.671
H -0.961 -1.352 1.460
H -1.976 -1.231 -0.049
H -2.692 2.268 0.990
H -3.165 1.968 2.381
O -2.806 1.481 1.602
*
```

Values from the calculation:
* ΔE to the lowest compared entry with this formula, charge and spin: 230.0 kJ/mol

4.
A structure of composition BrH6O3, computed with the ωB97M-V functional and the def2-TZVPD basis.

Geometry as ORCA input:
```
! wB97M-V def2-TZVPD RIJCOSX def2/J DEFGRID3
* xyz -1 1
Br -0.290 0.569 -0.719
O 1.122 -1.341 -1.265
H 1.369 -0.875 -2.063
H 0.520 -0.747 -0.817
O -0.006 2.100 1.156
H -0.909 2.413 1.128
H -0.007 1.314 0.609
O -0.315 -1.406 0.716
H -0.257 -0.571 0.251
H -1.226 -1.457 1.004
*
```

Values from the calculation:
* ΔE to the lowest compared entry with this formula, charge and spin: 624.2 kJ/mol

5.
An isolated molecule of C3H7FO, computed with the ωB97M-V functional and the def2-TZVPD basis.

Geometry as ORCA input:
```
! wB97M-V def2-TZVPD RIJCOSX def2/J DEFGRID3
* xyz 0 1
C -1.672 0.384 -0.759
C 1.844 -0.539 -0.435
C -0.456 -0.052 0.070
O 0.536 -0.349 -0.823
F -0.747 -1.222 0.862
H -1.957 -0.398 -1.520
H -2.429 0.698 -0.052
H -1.321 1.120 -1.422
H 2.004 -1.019 0.603
H 2.472 0.387 -0.451
H 2.264 -1.395 -1.081
H -0.358 0.781 0.825
*
```

Values from the calculation:
* SMILES: CO[C@@H](C)F
* ΔE to the lowest compared entry with this formula, charge and spin: 51.9 kJ/mol

6.
An isolated molecule of C3H3FO, computed with the ωB97M-V functional and the def2-TZVPD basis.

Geometry as ORCA input:
```
! wB97M-V def2-TZVPD RIJCOSX def2/J DEFGRID3
* xyz 0 1
C -0.339 -0.216 -0.128
C -0.644 1.039 0.007
C 0.906 -0.797 0.058
H -1.604 1.491 -0.064
H 0.090 1.760 0.065
H 0.930 -1.897 0.280
O 1.969 -0.188 -0.132
F -1.310 -1.192 -0.086
*
```

Values from the calculation:
* SMILES: C=C(F)C=O
* ΔE to the lowest compared entry with this formula, charge and spin: 41.7 kJ/mol

7.
A cluster of 2 separate species, CH3FOS in total, computed with the ωB97M-V functional and the def2-TZVPD basis.

Geometry as ORCA input:
```
! wB97M-V def2-TZVPD RIJCOSX def2/J DEFGRID3
* xyz 0 1
C -0.269 -1.161 -0.508
O 0.005 2.351 0.610
F 0.783 3.111 1.328
S 0.804 -0.380 0.717
H 0.044 -0.770 -1.495
H -1.366 -0.961 -0.321
H -0.001 -2.190 -0.330
*
```

Values from the calculation:
* ΔE to the lowest compared entry with this formula, charge and spin: 720.8 kJ/mol

8.
A structure of composition C37H28F6KN7O6P, computed with the ωB97M-V functional and the def2-TZVPD basis.

Geometry as ORCA input:
```
! wB97M-V def2-TZVPD RIJCOSX def2/J DEFGRID3
* xyz -2 2
K 0.687 -0.230 -0.503
C -3.309 -3.541 -2.402
O -2.751 -2.678 -1.439
C -3.508 -1.626 -1.044
C -4.853 -1.498 -1.272
C -5.566 -0.338 -0.851
C -4.894 0.665 -0.210
C -3.514 0.545 0.056
C -2.772 1.623 0.644
N -1.510 1.546 0.891
N -0.804 2.345 1.633
C 0.560 2.182 1.676
O 1.221 1.292 1.155
C 1.241 3.200 2.553
C 0.546 4.021 3.437
C 1.234 4.920 4.244
C 2.619 5.004 4.166
C 3.314 4.188 3.279
C 2.626 3.287 2.477
C -2.769 -0.618 -0.323
O -1.539 -0.711 -0.083
H -2.497 -4.170 -2.761
H -3.738 -2.981 -3.239
H -4.089 -4.182 -1.978
H -5.386 -2.285 -1.788
H -6.626 -0.256 -1.052
H -5.415 1.570 0.093
H -3.282 2.559 0.875
H -0.532 3.940 3.490
H 0.690 5.552 4.937
H 3.157 5.701 4.799
H 4.393 4.252 3.213
H 3.141 2.637 1.779
O 4.522 -6.868 2.476
C 3.650 -6.286 3.163
O 3.174 -6.585 4.284
C 2.932 -5.120 2.450
C 3.385 -4.623 1.237
C 2.695 -3.582 0.631
N 1.614 -3.009 1.164
C 1.179 -3.486 2.329
C 1.801 -4.535 2.997
C -0.042 -2.821 2.891
C -1.033 -3.581 3.506
C -2.175 -2.949 3.967
C -2.296 -1.578 3.809
C -1.253 -0.899 3.196
N -0.147 -1.496 2.744
C 3.114 -3.028 -0.697
C 4.436 -2.673 -0.939
C 4.764 -2.099 -2.157
C 3.773 -1.912 -3.104
C 2.485 -2.315 -2.785
N 2.146 -2.860 -1.610
H 4.255 -5.081 0.782
H 1.447 -4.898 3.954
H -0.912 -4.653 3.593
H -2.965 -3.522 4.433
H -3.181 -1.045 4.139
H -1.307 0.180 3.056
H 5.179 -2.816 -0.163
H 5.778 -1.767 -2.351
H 3.978 -1.422 -4.048
H 1.678 -2.178 -3.499
F 1.521 0.756 -2.467
P 2.641 1.930 -2.663
F 3.741 3.091 -2.851
F 1.965 2.735 -1.433
F 1.637 2.705 -3.689
F 3.261 1.116 -3.906
F 3.598 1.155 -1.636
N -0.127 5.348 -3.226
C -1.470 5.135 -3.173
O -2.285 6.042 -3.270
C -1.877 3.699 -3.068
C -3.114 3.274 -3.530
C -3.407 1.920 -3.509
C -2.435 1.038 -3.041
N -1.266 1.446 -2.547
C -1.018 2.751 -2.543
H 0.196 6.297 -3.256
H 0.547 4.597 -3.195
H -3.818 4.011 -3.901
H -4.366 1.545 -3.843
H -2.599 -0.037 -3.068
H -0.077 3.037 -2.083
*
```

Values from the calculation:
* DFT total energy: -103468.2844 eV

9.
A cluster of 2 separate species, C2H5O2 in total, computed with the ωB97M-V functional and the def2-TZVPD basis.

Geometry as ORCA input:
```
! wB97M-V def2-TZVPD RIJCOSX def2/J DEFGRID3
* xyz -1 1
O -1.167 1.512 1.454
H -0.324 1.317 1.929
O 1.084 -0.064 0.283
C 0.704 -0.483 -0.841
C -0.393 -1.261 -1.196
H 1.235 -0.067 -1.746
H -0.964 -1.904 -0.540
H -0.514 -1.326 -2.273
H -0.909 0.922 0.725
*
```

Values from the calculation:
* ΔE to the lowest compared entry with this formula, charge and spin: 105.0 kJ/mol

10.
A cluster of 2 separate species, C4H14NO2 in total, computed with the ωB97M-V functional and the def2-TZVPD basis.

Geometry as ORCA input:
```
! wB97M-V def2-TZVPD RIJCOSX def2/J DEFGRID3
* xyz 0 2
O -0.867 -1.017 -1.906
C -0.419 0.331 -1.698
C 0.539 0.283 -0.533
N -0.189 -0.399 0.580
C 0.587 -0.611 1.821
C 1.893 -0.303 -0.892
H -1.579 -1.002 -2.555
H -1.296 0.969 -1.540
H 0.118 0.716 -2.571
H 0.719 1.310 -0.200
H -0.991 0.212 0.881
H -0.575 -1.264 0.200
H 1.398 -1.292 1.677
H -0.087 -0.989 2.584
H 1.054 0.332 2.106
H 2.275 0.286 -1.719
H 2.487 -0.521 -0.009
H 1.815 -1.337 -1.269
H -3.030 1.167 1.565
H -1.786 2.032 1.705
O -2.067 1.094 1.773
*
```

Values from the calculation:
* ΔE to the lowest compared entry with this formula, charge and spin: 136.2 kJ/mol

11.
A structure of composition C36H25BrN8O2S2Sc, computed with the ωB97M-V functional and the def2-TZVPD basis.

Geometry as ORCA input:
```
! wB97M-V def2-TZVPD RIJCOSX def2/J DEFGRID3
* xyz -1 1
Sc 0.623 0.337 0.387
C 3.524 3.605 -0.747
C 2.916 2.376 -0.521
N 1.767 2.292 0.139
C 1.127 3.375 0.457
C 1.642 4.632 0.299
C 2.869 4.746 -0.374
C 0.807 5.809 0.626
C -0.446 5.588 1.055
C -0.939 4.344 1.417
C -0.140 3.226 1.227
N -0.444 1.933 1.427
C -1.347 1.464 2.354
C -1.727 2.150 3.462
C -2.533 1.493 4.403
C -2.892 0.179 4.266
C -2.495 -0.612 3.165
C -2.787 -2.008 3.012
C -2.313 -2.631 1.867
C -1.610 -1.841 0.950
N -1.262 -0.584 1.089
C -1.697 0.075 2.211
H 4.492 3.658 -1.110
H 3.467 1.484 -0.749
H 3.437 5.699 -0.452
H 1.230 6.774 0.354
H -1.195 6.421 1.201
H -2.002 4.210 1.583
H -1.368 3.140 3.748
H -3.049 2.102 5.136
H -3.500 -0.342 5.039
H -3.348 -2.430 3.847
H -2.605 -3.665 1.644
H -1.309 -2.302 -0.038
N -3.999 -3.545 -3.725
C -4.990 -3.597 -2.769
C -4.583 -2.698 -1.839
N -3.406 -2.115 -2.180
C -3.087 -2.613 -3.374
C -1.862 -2.431 -4.151
N -1.702 -3.073 -5.303
C -0.489 -2.592 -5.803
C 0.034 -1.666 -4.942
N -0.883 -1.578 -3.928
H -3.992 -4.170 -4.533
H -5.806 -4.244 -2.954
H -4.945 -2.428 -0.901
H -0.123 -2.838 -6.789
H 0.861 -1.039 -4.922
H -0.839 -1.006 -3.089
S -0.551 1.083 -1.709
C 0.911 1.021 -2.733
C 0.790 1.863 -3.831
C 1.618 1.790 -4.989
C 2.750 1.001 -4.832
C 3.009 0.312 -3.657
C 2.130 0.281 -2.594
S 2.463 -0.827 -1.248
H -0.197 2.389 -3.848
H 1.493 2.389 -5.885
H 3.499 0.878 -5.628
H 3.980 -0.249 -3.420
Br 3.824 -3.558 7.098
C 3.120 -3.353 5.366
C 3.534 -4.273 4.411
N 3.068 -4.245 3.156
C 2.335 -3.165 2.814
C 1.906 -2.215 3.727
C 2.219 -2.345 5.079
C 1.114 -0.961 3.266
O 0.524 -0.334 4.129
O 1.276 -0.698 2.048
H 4.186 -5.103 4.501
H 1.970 -3.133 1.760
H 1.947 -1.615 5.850
*
```

Values from the calculation:
* ΔE to the lowest compared entry with this formula, charge and spin: 75.5 kJ/mol

12.
An isolated molecule of C25H22ClN3O3S, computed with the ωB97M-V functional and the def2-TZVPD basis.

Geometry as ORCA input:
```
! wB97M-V def2-TZVPD RIJCOSX def2/J DEFGRID3
* xyz 0 1
C -4.198 -3.168 -1.811
H -5.097 -3.782 -1.785
O -4.641 -1.840 -1.661
C -3.713 -0.852 -1.591
C -4.206 0.430 -1.342
C -3.342 1.491 -1.192
C -1.967 1.309 -1.303
C -1.482 0.044 -1.608
C -2.342 -1.031 -1.744
H -1.927 -2.002 -1.958
H -0.419 -0.117 -1.710
C -1.006 2.440 -1.019
N 0.068 2.026 -0.122
C -0.168 1.167 0.901
N -1.448 1.071 1.344
C -2.148 -0.070 1.754
C -3.469 0.106 2.159
C -4.243 -0.982 2.510
C -3.711 -2.260 2.457
C -2.400 -2.436 2.051
C -1.616 -1.352 1.700
H -0.602 -1.506 1.374
H -1.978 -3.429 2.001
H -4.317 -3.111 2.726
H -5.266 -0.832 2.819
H -3.890 1.102 2.188
H -2.059 1.842 1.109
S 1.098 0.374 1.628
C 1.445 2.249 -0.498
C 2.247 0.937 -0.587
O 1.943 -0.024 -1.250
N 3.514 1.207 -0.076
C 3.627 2.455 0.502
O 4.632 2.929 0.957
C 2.258 3.111 0.463
H 1.845 3.071 1.473
H 2.337 4.155 0.165
C 4.555 0.248 -0.084
C 4.267 -1.078 0.215
C 5.277 -2.021 0.203
C 6.572 -1.631 -0.100
C 6.868 -0.309 -0.390
C 5.855 0.633 -0.388
H 6.077 1.664 -0.609
H 7.880 -0.018 -0.621
Cl 7.836 -2.808 -0.112
H 5.062 -3.052 0.433
H 3.258 -1.366 0.458
H 1.455 2.684 -1.502
H -1.543 3.300 -0.594
H -0.545 2.774 -1.952
H -3.739 2.474 -0.977
H -5.272 0.561 -1.246
H -3.688 -3.317 -2.768
H -3.535 -3.459 -0.991
*
```

Values from the calculation:
* SMILES: COc1ccc(CN(C(=S)Nc2ccccc2)[C@H]2CC(=O)N(c3ccc(Cl)cc3)C2=O)cc1
* DFT total energy: -60253.6176 eV

Number 1: maximum force 0.024 Eh/bohr. Number 2: maximum force 0.096 Eh/bohr. Number 3: maximum force 0.100 Eh/bohr. Number 4: maximum force 0.256 Eh/bohr. Number 5: maximum force 0.072 Eh/bohr. Number 6: maximum force 0.110 Eh/bohr. Number 7: maximum force 0.081 Eh/bohr. Number 8: maximum force 0.037 Eh/bohr. Number 9: maximum force 0.032 Eh/bohr. Number 10: maximum force 0.043 Eh/bohr. Number 11: maximum force 0.076 Eh/bohr. Number 12: maximum force 0.017 Eh/bohr.